Entry 1:
Below is a structure of composition C28H42N6O4STi, with properties calculated with ωB97M-V/def2-TZVPD.

Element x y z (Å)
C: -2.65688 0.77155 -6.57641
C: -2.23956 1.61662 -5.19767
O: -2.07754 0.72546 -4.01873
C: -1.77443 1.59228 -2.83863
C: -0.23297 1.54071 -2.33422
C: 0.18476 0.38621 -1.26117
C: 1.54643 -0.19247 -2.04568
C: 2.51100 -1.15328 -1.16713
C: 2.25193 -2.78354 -1.36701
C: 3.06577 -3.55306 -0.13563
C: 2.18008 -4.74780 0.58159
C: 2.09986 -4.56349 2.23999
C: 1.66213 -5.95005 3.01999
S: -0.12854 -5.89673 3.67642
C: -1.35170 -6.03450 2.25735
N: -2.85361 -5.82384 2.19013
N: -3.12219 -6.04491 0.84385
C: -1.92613 -6.41294 -0.04282
O: -0.82087 -6.40727 0.93637
C: -0.66271 -0.97522 -1.03309
N: -2.16816 -1.02534 -1.05609
C: -2.62623 -2.20545 -1.65594
O: -2.85776 -3.49782 -2.01329
C: -0.38797 -1.66146 0.47073
O: -0.66262 -2.91132 0.85429
N: 0.27925 -0.49643 1.16578
C: 0.37545 0.80837 0.34397
C: 1.71380 1.66721 0.75599
C: 1.71084 3.23635 0.29269
C: 2.33396 4.28685 1.39829
C: 1.14712 4.89389 2.36267
C: 0.13019 5.94590 1.62033
N: -1.20609 5.84862 2.38496
C: -0.87358 1.64860 1.07770
C: -0.79918 1.55125 2.74758
C: -1.96527 2.34680 3.63720
C: -3.07016 3.18553 2.73652
C: -2.91028 3.15235 1.10539
N: -1.88980 2.41750 0.29074
H: -2.35481 -0.36045 -6.51805
H: -2.10848 1.32226 -7.45626
H: -3.83156 0.93186 -6.71615
H: -3.11050 2.41244 -5.06233
H: -1.18881 2.16903 -5.31571
H: -2.59606 1.38563 -2.03203
H: -1.97608 2.70381 -3.22544
H: -0.00874 2.58844 -1.80654
H: 0.44007 1.56551 -3.32092
H: 2.19721 0.76976 -2.32459
H: 1.28604 -0.70289 -3.06768
H: 3.62031 -0.98400 -1.57929
H: 2.57482 -0.93901 -0.02098
H: 1.12360 -3.08508 -1.38868
H: 2.84497 -3.08766 -2.35657
H: 3.41428 -2.83035 0.71654
H: 4.05416 -4.04303 -0.58251
H: 2.80149 -5.75371 0.42554
H: 1.11249 -4.86402 0.09447
H: 3.17827 -4.27867 2.66380
H: 1.32970 -3.72839 2.54519
H: 1.77190 -6.91811 2.36872
H: 2.33244 -6.05820 3.98898
H: -1.89333 -6.62945 -1.19460
H: -0.37968 -1.62375 -1.98080
H: 1.15425 -0.77136 1.66790
H: 1.86670 1.66956 1.94005
H: 2.72912 1.20322 0.33213
H: 0.67833 3.66680 -0.04317
H: 2.42660 3.30779 -0.65915
H: 2.78186 5.21808 0.80523
H: 3.21739 3.77447 1.97520
H: 1.67044 5.49555 3.24003
H: 0.58215 3.97492 2.82545
H: -0.11812 5.66849 0.50673
H: 0.48966 7.06831 1.65192
H: -1.96734 6.33889 1.86248
H: -1.08885 6.25678 3.35226
H: 0.02766 0.97267 3.33704
H: -1.99360 2.32360 4.81558
H: -3.89500 3.79642 3.30125
H: -3.70781 3.80197 0.49799
Ti: -1.41546 0.98673 5.48997

Forces on atoms 1 to 2 (eV/Å):
-0.125 1.067 0.737
0.269 -0.125 -1.169

Results
2S+1	1
HOMO level	-11.879	eV
LUMO	-10.08	eV
energy relative to the best compared isomer or geometry (same formula, charge and spin)	2041.35	kJ/mol
total charge	+2

Entry 2:
Below is a structure of composition C28H43BF2GeN6O4RuS, with properties calculated with ωB97M-V/def2-TZVPD.

Element x y z (Å)
Ru: 0.32760 -0.61712 0.23647
C: 3.80999 -2.72886 -1.67047
O: 4.63375 -1.87113 -0.87040
C: 4.35706 -0.52517 -0.71877
C: 5.36865 0.41590 -1.04233
C: 5.04251 1.78338 -0.90350
C: 3.90685 2.21749 -0.24778
C: 2.96166 1.22941 0.34927
C: 1.94321 1.64304 1.21088
N: 1.00101 0.83805 1.58555
N: 0.38171 1.10957 2.85862
C: -0.60698 1.95763 2.87486
O: -1.21487 2.31529 1.68552
C: -1.01134 2.51808 4.14994
C: -2.01543 3.49641 4.19167
C: -2.58353 3.84936 5.38717
C: -2.02740 3.36135 6.60825
C: -1.00399 2.39745 6.52861
C: -0.44572 2.06970 5.32066
C: 3.10988 -0.14858 -0.08660
O: 2.29216 -1.13775 0.25244
H: 4.21600 -3.73829 -1.50914
H: 3.98537 -2.46767 -2.75253
H: 2.73896 -2.60830 -1.50190
H: 6.36684 0.05247 -1.28798
H: 5.74744 2.55810 -1.23607
H: 3.70443 3.30671 -0.12995
H: 1.95083 2.62499 1.68185
H: -2.39079 3.93548 3.23581
H: -3.48882 4.46459 5.45556
H: -2.54233 3.44424 7.60388
H: -0.76288 1.84953 7.48667
H: 0.51063 1.41659 5.31709
C: -3.94758 -2.54920 -1.20178
C: -3.00720 -1.49107 -0.72041
S: -1.19119 -2.18833 -0.62081
O: -1.30165 -3.49115 0.05615
C: -0.87315 -2.48013 -2.44361
C: -1.17164 -3.89061 -2.91835
H: -4.90645 -2.02362 -1.36640
H: -4.09265 -3.33606 -0.43954
H: -3.52932 -2.94686 -2.13811
H: -3.16657 -1.14762 0.27167
H: -3.03059 -0.62045 -1.44077
H: 0.14257 -2.18244 -2.57821
H: -1.44986 -1.72930 -3.02099
H: -0.53043 -4.02719 -3.81663
H: -2.22810 -4.04464 -3.20526
H: -0.86867 -4.60871 -2.13916
C: 0.10849 -4.48772 3.52925
Ge: 1.05332 -3.06089 2.54808
C: 1.65215 -4.11686 1.04974
C: 2.45019 -2.16133 3.56561
C: -0.16590 -1.55665 1.95801
H: 0.72969 -5.33343 3.97548
H: -0.56629 -4.91265 2.77736
H: -0.60509 -4.01576 4.26480
H: 2.10218 -5.00396 1.43933
H: 2.32251 -3.59484 0.40995
H: 0.77325 -4.53096 0.48473
H: 3.19619 -2.87928 4.00211
H: 2.10049 -1.52140 4.36641
H: 3.03812 -1.52675 2.91106
H: -0.14667 -0.85729 2.78606
H: -1.17515 -2.01820 1.92007
C: -2.69849 2.28146 -4.85134
C: -1.67254 3.43616 -4.77399
C: -0.97548 3.56242 -6.14324
C: -0.72294 3.49567 -3.54649
N: -0.49457 2.16735 -2.92337
C: -0.47296 1.78148 -1.62463
N: 0.10330 0.59097 -1.56742
N: 0.49176 0.23058 -2.81180
N: 0.24752 1.20579 -3.64546
H: -2.19471 1.25044 -4.85792
H: -3.26014 2.26644 -5.80138
H: -3.49415 2.24376 -4.06744
H: -2.30150 4.35876 -4.73036
H: -1.82212 3.45941 -6.88240
H: -0.18317 2.82438 -6.28091
H: -0.53282 4.58158 -6.27015
H: -0.92829 4.21415 -2.69122
H: 0.31119 3.71744 -3.85682
H: -0.81797 2.43031 -0.79954
F: -3.06127 1.11406 2.27358
B: -2.50130 1.96217 1.36371
F: -2.99687 2.14859 0.15937

Forces on atoms 1 to 2 (eV/Å):
0.776 -0.661 1.837
0.946 1.051 -1.208

Results
2S+1	6
HOMO level (spin up / spin down)	-1.113 / -4.325	eV
LUMO (spin up / spin down)	1.80 / 1.73	eV
energy relative to the best compared isomer or geometry (same formula, charge and spin)	186.41	kJ/mol
total charge	-1

Entry 3:
Below is a structure of composition C28H43IrNOP2, with properties calculated with ωB97M-V/def2-TZVPD.

Element x y z (Å)
Ir: 0.28896 0.54739 -0.07681
C: -2.63079 2.66717 2.57751
C: -2.76269 1.35040 1.81901
C: -2.26233 0.17019 2.65307
P: -1.93276 1.29703 0.17674
C: -2.41462 2.80256 -0.76048
C: -1.54131 3.99133 -0.34554
C: -2.27069 2.55724 -2.26419
C: -2.76146 -0.07782 -0.63320
C: -4.11105 -0.05595 -0.96906
C: -4.67068 -1.02820 -1.78385
C: -6.13357 -1.02180 -2.12813
C: -3.80807 -1.99908 -2.28889
C: -2.46852 -2.04881 -1.94368
C: -1.93136 -1.11238 -1.05731
N: -0.55487 -1.09232 -0.66375
C: 0.19077 -2.31073 -0.71249
C: -0.38237 -3.56932 -0.55145
C: 0.38321 -4.71486 -0.70407
C: 1.73796 -4.66039 -1.01438
C: 2.55549 -5.90719 -1.20953
C: 2.32571 -3.40241 -1.07226
C: 1.58095 -2.24313 -0.88482
P: 2.26319 -0.61076 -0.56301
C: 3.39365 -0.79501 0.88585
C: 2.56589 -1.19537 2.11232
C: 4.56121 -1.77741 0.75801
C: 3.12114 0.08519 -2.03083
C: 2.17962 -0.08024 -3.22831
C: 4.51956 -0.42962 -2.35759
H: -3.09092 2.56475 3.56141
H: -3.12467 3.49312 2.06772
H: -1.58556 2.93492 2.73493
H: -3.82152 1.19748 1.58259
H: -1.20437 0.29340 2.89776
H: -2.37933 -0.77926 2.12978
H: -2.82164 0.11496 3.58784
H: -3.46262 3.01165 -0.52037
H: -0.52545 3.85746 -0.71921
H: -1.48931 4.13531 0.73351
H: -1.93831 4.90829 -0.78252
H: -1.25375 2.23261 -2.50170
H: -2.45525 3.48807 -2.80239
H: -2.96382 1.80405 -2.63350
H: -4.73485 0.76210 -0.62119
H: -6.55057 -0.01707 -2.06700
H: -6.69618 -1.65579 -1.44008
H: -6.30333 -1.40000 -3.13564
H: -4.19165 -2.73830 -2.98227
H: -1.84324 -2.80882 -2.38652
H: -1.43140 -3.66395 -0.31241
H: -0.09480 -5.68007 -0.58595
H: 1.92211 -6.76067 -1.44551
H: 3.11713 -6.15164 -0.30566
H: 3.27376 -5.78407 -2.01998
H: 3.39102 -3.33066 -1.25541
H: 3.79684 0.21726 1.02263
H: 2.18609 -2.21193 1.98817
H: 1.70760 -0.54633 2.28064
H: 3.19825 -1.18604 3.00152
H: 4.19483 -2.80335 0.75087
H: 5.20256 -1.67210 1.63464
H: 5.17677 -1.62291 -0.12242
H: 3.18625 1.15289 -1.78997
H: 2.11023 -1.12930 -3.52130
H: 2.56524 0.48400 -4.07784
H: 1.17183 0.27841 -3.01002
H: 4.52285 -1.50825 -2.52570
H: 5.24289 -0.19113 -1.58073
H: 4.86344 0.04394 -3.27854
C: 1.53584 2.29890 2.49276
C: 1.15820 1.82839 1.14326
O: 1.38442 2.38965 0.08049
H: 2.07466 3.24238 2.42986
H: 2.14044 1.54038 2.99077
H: 0.63056 2.41561 3.08663

Forces on atoms 1 to 2 (eV/Å):
0.234 0.105 0.008
-0.007 -0.037 0.016

Results
2S+1	1
HOMO level (spin up / spin down)	-10.214 / -10.214	eV
LUMO (spin up / spin down)	-3.06 / -3.06	eV
energy relative to the best compared isomer or geometry (same formula, charge and spin)	0.00	kJ/mol
total charge	+1